No. 1
Molecular formula: C4H8O2
Method: DFT, the ωB97M-V functional and the def2-TZVPD basis

The HOMO-LUMO gap comes out at 0.37434 Eh. For the HOMO energy, the calculation gives -9.479 eV. The calculation puts the LUMO energy at 0.7 eV. Its largest force on an atom is 1.0 eV/Å. The energy above the lowest of the compared OMol25 structures with the same formula, charge and spin comes out at 145.3 kJ/mol. As for the SMILES: C[C@H](C=O)CO.

```
14
C4H8O2 the ωB97M-V functional and the def2-TZVPD basis
C -0.822 1.434 -0.293
C 0.198 0.436 0.277
C 1.406 0.196 -0.566
O 1.642 0.727 -1.621
C -0.408 -1.018 0.411
O 0.531 -2.031 0.778
H -0.373 2.379 -0.628
H -1.563 1.692 0.473
H -1.345 1.018 -1.159
H 0.653 0.920 1.166
H 2.052 -0.570 -0.087
H -1.252 -1.030 1.106
H -0.787 -1.269 -0.596
H 0.069 -2.885 0.740
```

These are the natural (NBO) partial charges, in e, on atoms 1 to 6: number 1, C, carries -0.613; number 2, C, carries -0.351; number 3, C, carries 0.441; number 4, O, carries -0.526; number 5, C, carries -0.051; number 6, O, carries -0.730


No. 2
Molecular formula: C4H8O2
Method: DFT, the ωB97M-V functional and the def2-TZVPD basis

The HOMO-LUMO gap comes out at 0.28517 Eh. For the HOMO energy, the calculation gives -6.949 eV. The calculation puts the LUMO energy at 0.8 eV. Its largest force on an atom is 0.4 eV/Å. The energy above the lowest of the compared OMol25 structures with the same formula, charge and spin comes out at 628.8 kJ/mol.

```
14
C4H8O2 the ωB97M-V functional and the def2-TZVPD basis
C 1.916 0.301 -0.321
C 0.982 -0.775 0.140
O 0.298 -0.376 1.380
C -0.775 -0.486 0.566
C -1.468 0.627 0.028
O -2.642 0.406 -0.677
H 1.357 1.203 -0.621
H 2.487 -0.045 -1.189
H 2.621 0.602 0.464
H 1.362 -1.795 0.209
H -1.276 -1.456 0.481
H -0.366 -0.186 -0.606
H -1.123 1.642 0.190
H -3.372 0.338 -0.045
```

These are the natural (NBO) partial charges, in e, on atoms 1 to 6: number 1, C, carries -0.655; number 2, C, carries -0.146; number 3, O, carries -0.515; number 4, C, carries 0.081; number 5, C, carries -0.166; number 6, O, carries -0.705